{
  "formula": "C28H49FN4O11",
  "method": "ωB97M-V/def2-TZVPD",
  "elements": ["F", "O", "O", "O", "O", "O", "O", "O", "O", "O", "O", "O", "N", "N", "N", "N", "C", "C", "C", "C", "C", "C", "C", "C", "C", "C", "C", "C", "C", "C", "C", "C", "C", "C", "C", "C", "C", "C", "C", "C", "C", "C", "C", "C", "H", "H", "H", "H", "H", "H", "H", "H", "H", "H", "H", "H", "H", "H", "H", "H", "H", "H", "H", "H", "H", "H", "H", "H", "H", "H", "H", "H", "H", "H", "H", "H", "H", "H", "H", "H", "H", "H", "H", "H", "H", "H", "H", "H", "H", "H", "H", "H", "H"],
  "coordinates": [[1.000, -0.746, -1.206], [5.385, -1.669, 0.914], [-0.781, 4.346, 3.835], [3.998, 4.035, -2.589], [6.807, -1.219, -0.771], [4.929, 2.820, -0.933], [7.609, -1.561, 1.269], [-2.855, 5.123, 3.970], [-3.864, -3.678, 1.561], [-0.606, -4.902, -1.528], [-2.128, 3.633, 5.494], [2.847, 2.394, -1.565], [-1.223, 4.319, -0.618], [-2.442, -3.206, -0.169], [-3.026, 2.926, -0.840], [-1.475, 2.954, -2.604], [-0.338, -5.695, -2.678], [-1.217, 0.222, 0.560], [-1.860, 3.475, -1.332], [-0.900, -1.631, 2.260], [-4.104, -0.758, 0.121], [-3.085, -1.390, 1.100], [-1.554, -1.228, 0.897], [-4.526, 0.684, 0.432], [0.219, 0.432, 3.374], [0.402, -0.921, 2.662], [-3.212, -2.879, 0.925], [8.753, -1.521, 0.408], [4.402, 1.911, 0.046], [0.006, -3.181, 0.025], [-5.009, 1.466, -0.791], [-1.114, -5.194, -3.881], [-1.006, 5.068, 2.612], [0.478, -4.102, -1.089], [3.201, 1.326, -0.673], [-2.207, 5.923, 2.973], [3.936, 3.171, -1.776], [-1.250, -2.315, -0.246], [8.191, -0.851, -0.836], [-1.228, -1.690, -1.671], [-3.943, 2.135, -1.648], [-1.936, 4.299, 4.530], [6.492, -1.507, 0.513], [0.046, -1.001, -2.202], [-3.386, -1.056, 2.093], [-1.928, 6.878, 3.422], [0.903, -3.543, -1.928], [-1.640, 0.875, 1.328], [-1.090, -5.928, -4.688], [-4.454, 2.753, -2.399], [0.847, -2.545, 0.294], [-0.195, -3.814, 0.890], [-3.480, 3.573, -0.209], [-2.049, -0.976, -1.728], [4.126, 2.479, 0.935], [-0.834, 0.648, 3.568], [-0.710, -2.699, 2.287], [1.279, -4.738, -0.690], [1.039, -0.792, 1.783], [-1.817, 3.548, -3.350], [9.547, -0.963, 0.895], [-0.152, 0.424, 0.509], [-5.552, 0.782, -1.452], [-1.226, 4.369, 1.808], [-3.351, 1.405, -2.202], [-1.642, -1.464, 3.046], [8.615, -1.212, -1.768], [-3.726, 1.222, 0.945], [-0.411, 4.664, -1.123], [0.570, -1.620, -2.931], [8.264, 0.237, -0.792], [0.954, -1.602, 3.314], [-2.155, -5.029, -3.597], [-0.463, 2.944, -2.664], [-2.249, -4.196, -0.259], [9.080, -2.544, 0.217], [2.359, 1.101, -0.027], [5.156, 1.173, 0.303], [-0.712, -4.252, -4.261], [-0.611, -6.726, -2.436], [-5.365, 0.655, 1.132], [0.607, 1.271, 2.792], [3.453, 0.445, -1.261], [-1.480, -2.494, -2.365], [-5.738, 2.217, -0.471], [-3.810, -0.865, -0.925], [-0.116, 5.637, 2.361], [-2.888, 6.091, 2.143], [-4.995, -1.387, 0.229], [0.740, -5.686, -2.879], [-0.195, -0.047, -2.673], [0.730, 0.444, 4.337], [-1.661, 0.526, -0.391]],
  "forces_ev_per_a": [[-0.049, 0.114, 0.040], [-0.021, 0.020, 0.008], [0.075, -0.029, -0.032], [0.046, 0.052, -0.023], [-0.033, 0.037, -0.058], [0.134, 0.030, 0.074], [0.019, -0.068, 0.074], [-0.065, 0.031, 0.012], [-0.244, 0.175, 0.047], [-0.034, -0.001, -0.020], [0.002, -0.023, 0.004], [-0.094, 0.032, -0.084], [0.113, 0.023, -0.119], [0.617, 0.301, 0.593], [-0.125, 0.577, -0.270], [0.444, 0.010, 0.181], [0.223, -0.047, 0.089], [-0.122, 0.009, -0.219], [-0.357, -0.279, 0.078], [-0.071, 0.215, -0.004], [-0.114, -0.047, 0.037], [-0.152, 0.121, -0.183], [-0.040, 0.051, 0.067], [0.009, 0.032, 0.168], [-0.034, 0.027, -0.022], [0.072, -0.061, -0.090], [-0.190, -0.555, -0.043], [-0.015, -0.005, -0.075], [-0.017, -0.080, 0.034], [0.022, 0.070, 0.054], [-0.145, -0.120, -0.044], [-0.123, 0.045, 0.049], [-0.050, -0.012, 0.028], [-0.128, 0.084, 0.030], [0.083, 0.013, 0.056], [0.065, 0.006, -0.033], [-0.191, -0.156, 0.031], [0.191, 0.111, -0.344], [0.032, 0.003, 0.064], [0.067, 0.036, -0.058], [0.145, -0.049, -0.078], [-0.013, 0.019, -0.023], [0.017, 0.096, -0.051], [-0.106, -0.244, 0.148], [0.082, -0.232, 0.086], [0.008, 0.004, -0.012], [-0.051, 0.075, -0.088], [0.072, -0.024, -0.039], [0.037, 0.028, 0.002], [0.044, -0.042, -0.028], [0.039, 0.047, 0.014], [-0.053, -0.015, -0.058], [0.053, -0.217, 0.193], [0.068, -0.103, -0.032], [-0.020, 0.002, -0.001], [0.047, -0.031, 0.036], [-0.169, -0.115, -0.004], [-0.008, 0.020, -0.042], [0.019, -0.056, 0.010], [-0.174, -0.152, -0.030], [-0.032, 0.033, 0.026], [0.056, -0.072, -0.027], [-0.107, 0.081, 0.059], [0.032, -0.009, -0.017], [-0.008, -0.054, 0.100], [0.123, 0.082, 0.025], [-0.029, -0.043, -0.002], [-0.045, 0.037, -0.138], [0.027, -0.022, 0.049], [-0.104, -0.049, -0.066], [0.013, 0.002, -0.004], [-0.037, 0.061, 0.027], [0.033, -0.043, -0.043], [0.012, 0.112, -0.051], [-0.051, 0.037, -0.246], [0.013, 0.002, -0.008], [-0.037, 0.040, 0.005], [0.023, 0.008, -0.060], [0.008, -0.021, 0.053], [-0.063, 0.054, -0.043], [0.122, -0.066, 0.102], [-0.020, -0.044, 0.002], [0.011, -0.022, 0.014], [0.041, -0.028, 0.037], [0.083, 0.050, -0.010], [0.160, 0.035, 0.089], [0.021, 0.004, 0.067], [-0.029, -0.048, 0.007], [-0.035, 0.067, -0.185], [-0.038, -0.055, -0.030], [0.013, 0.034, 0.089], [-0.010, 0.028, -0.024], [0.016, 0.057, 0.102]],
  "mulliken_charge": [-0.07, -0.50, -0.34, -0.56, -0.31, -0.35, -0.34, -0.35, -0.71, -0.33, -0.54, -0.24, -0.62, 0.00, 0.01, -0.42, -0.39, -1.55, 0.25, -1.37, -1.18, 0.10, 2.64, -0.34, -1.45, -0.14, -0.65, -0.32, -0.10, -1.05, -1.30, -1.09, 0.28, -1.18, 0.53, -0.40, 0.62, 1.29, -0.27, -1.22, -0.75, 0.66, 0.70, -1.06, 0.97, 0.26, 0.41, 0.70, 0.42, 0.44, 0.15, 0.70, 0.29, 0.14, 0.30, 0.29, 0.40, 0.51, 0.00, 0.22, 0.28, -0.79, 0.37, -0.23, 0.40, 0.58, 0.29, 0.24, 0.19, 0.33, 0.23, 0.62, 0.27, 0.27, 0.40, 0.26, -0.45, 0.01, 0.23, 0.37, 0.42, 0.23, 0.16, 0.37, 0.46, 0.40, 0.31, 0.30, 0.50, 0.33, 0.42, 0.42, -0.01],
  "multiplicity": 1,
  "smiles": "[H]/N=C(\\N)NCCCC[C@H]1C(=O)N[C@](CCF)(CCOCC)[C@]1(C)CCC.O=C1OCCO1.O=C1OCCO1.O=C1OCCO1",
  "orbital_gap_ev": 9.417
}

***

{
  "formula": "C2H3N2O3",
  "method": "ωB97M-V/def2-TZVPD",
  "elements": ["O", "O", "O", "N", "N", "C", "C", "H", "H", "H"],
  "coordinates": [[-1.323, -0.698, 1.013], [2.110, -1.147, 0.195], [2.373, 0.985, 0.575], [1.647, 0.009, 0.376], [-1.775, 0.202, -1.116], [0.318, 0.275, 0.199], [-0.913, -0.617, -0.131], [-0.641, -1.559, -0.703], [-1.850, 1.199, -0.875], [0.055, 1.351, 0.467]],
  "forces_ev_per_a": [[-2.818, -0.739, 5.961], [-0.344, 0.338, 0.324], [0.954, 0.748, 0.596], [-0.485, -1.233, -1.071], [0.034, -0.943, -0.252], [-1.125, 1.739, -0.308], [3.200, 1.578, -5.987], [-0.198, 0.634, 0.351], [0.347, -0.331, 0.656], [0.435, -1.790, -0.268]],
  "mulliken_charge": [-0.60, -0.66, -0.65, 0.86, -0.64, -0.49, 0.39, 0.27, 0.26, 0.25],
  "multiplicity": 1,
  "total_charge": -1,
  "orbital_gap_ev": [7.360, 7.702],
  "e_above_lowest_kj_mol": 742.9
}

***

{
  "formula": "C12H13AlCl2LuNO3",
  "method": "ωB97M-V/def2-TZVPD",
  "elements": ["Lu", "Cl", "Cl", "Al", "O", "O", "O", "N", "C", "C", "C", "C", "C", "C", "C", "C", "C", "C", "C", "C", "H", "H", "H", "H", "H", "H", "H", "H", "H", "H", "H", "H", "H"],
  "coordinates": [[1.224, 2.634, 1.139], [2.341, 1.031, -0.462], [0.238, 0.861, 2.651], [-0.042, -0.066, 0.202], [0.148, -1.095, -2.927], [1.775, 5.251, -1.184], [-1.177, 4.944, 2.308], [-0.689, -3.722, 2.047], [-2.843, 0.333, 0.798], [0.635, -4.415, 1.907], [1.479, 4.377, -0.477], [-4.137, 0.001, 1.231], [-0.022, -0.821, -1.814], [-1.873, -0.661, 0.618], [-3.503, -2.342, 1.316], [-1.680, -4.682, 2.594], [-2.192, -1.999, 0.915], [-4.454, -1.336, 1.476], [-0.471, 4.161, 1.820], [-1.135, -3.048, 0.728], [-0.189, -2.691, 0.297], [-5.466, -1.606, 1.792], [-1.935, -5.416, 1.812], [-0.574, -2.970, 2.767], [-1.210, -5.189, 3.444], [-3.751, -3.401, 1.480], [0.538, -5.208, 1.149], [-4.886, 0.786, 1.374], [-1.439, -3.895, 0.084], [-2.580, 1.373, 0.621], [1.402, -3.689, 1.610], [0.897, -4.861, 2.877], [-2.555, -4.132, 2.941]],
  "forces_ev_per_a": [[1.872, -0.837, 1.589], [-2.143, -0.188, 0.721], [0.472, 0.697, -1.707], [-0.689, -1.503, 0.256], [-1.208, 1.219, 5.606], [-1.696, -4.739, 3.766], [3.762, -4.270, -2.724], [0.363, 1.073, 0.199], [-0.392, -0.028, 0.368], [0.296, -0.226, -0.196], [1.941, 5.725, -4.685], [0.507, 0.183, -0.260], [1.832, -1.233, -6.258], [-0.040, 0.410, 0.551], [0.763, 0.161, -0.430], [-0.488, -0.522, 0.216], [-0.021, -0.305, -0.259], [-0.331, -0.124, 0.088], [-4.730, 5.103, 3.185], [0.111, -1.551, 0.691], [-0.045, 0.323, -0.049], [0.347, 0.134, -0.080], [0.068, 0.285, 0.362], [-0.132, -0.680, -0.665], [-0.227, 0.068, -0.204], [-0.073, 0.690, -0.162], [0.052, 0.299, 0.300], [0.256, -0.323, -0.114], [-0.030, 0.432, 0.240], [-0.284, 0.050, -0.002], [-0.184, -0.224, 0.067], [-0.056, 0.166, -0.373], [0.127, -0.266, -0.037]],
  "mulliken_charge": [1.29, -0.26, -0.28, 1.04, 0.00, 0.03, 0.03, -0.06, -0.48, -0.77, 0.29, -0.90, 0.46, 0.29, -0.56, -0.91, 1.14, -0.81, 0.28, -0.83, 0.09, 0.45, 0.42, 0.39, 0.37, 0.69, 0.40, 0.45, 0.37, 0.27, 0.33, 0.37, 0.41],
  "multiplicity": 1,
  "total_charge": 4,
  "orbital_gap_ev": 4.647
}

***

{
  "formula": "C2H7N2",
  "method": "ωB97M-V/def2-TZVPD",
  "elements": ["N", "N", "C", "C", "H", "H", "H", "H", "H", "H", "H"],
  "coordinates": [[1.049, -0.897, -0.257], [-1.395, -0.135, 0.230], [2.123, -0.250, 0.063], [-1.884, 1.026, -0.045], [1.182, -1.636, -0.982], [-2.870, 1.216, 0.364], [1.994, 0.716, 0.608], [-1.308, 1.733, -0.635], [-1.949, -0.507, 1.007], [3.069, -0.641, -0.281], [-0.010, -0.626, -0.071]],
  "forces_ev_per_a": [[-4.483, -3.495, -2.326], [-1.487, 2.170, 0.767], [2.842, 3.126, 1.642], [0.506, -1.972, 0.570], [-0.381, 0.899, 1.026], [0.037, 0.946, -0.041], [0.556, -0.960, -0.518], [-0.336, -0.109, -0.341], [-0.121, -0.660, -0.628], [0.171, 0.409, 0.217], [2.694, -0.354, -0.368]],
  "lowdin_spin": [0.33, 0.00, 0.55, 0.00, 0.01, 0.00, 0.05, 0.00, 0.00, 0.05, 0.01],
  "s_squared": 0.753,
  "multiplicity": 2,
  "orbital_gap_ev": [4.978, 10.375],
  "e_above_lowest_kj_mol": 135.8
}

***

For reference, total energy by record: -2242.8825; -413.0382; -3142.2664; -189.7819 hartree.